The following is a DFT calculation (wB97M-V/def2-TZVPD) of a molecular structure, CCl2F2O2S.

Last column: Löwdin charge in e.
Cartesian coordinates (Å):
C (1.1776, 0.0043, 0.0424)  -0.863
O (-1.6722, -0.6425, -1.3888)  -0.335
O (-1.4995, 1.4019, -0.0331)  -0.386
F (1.4893, 1.2914, 0.1208)  0.079
F (1.4886, -0.5700, 1.1807)  0.073
S (-1.1479, 0.0492, -0.2496)  0.439
Cl (1.8302, -0.8276, -1.3835)  0.726
Cl (-1.6661, -0.7068, 1.7111)  0.268

The electronic energy is -46444.7374 eV.

The following is a DFT calculation (wB97M-V/def2-TZVPD) of 2 unconnected molecules or ions with the total composition CCl2N4.

Last column: Löwdin charge in e.
Cartesian coordinates (Å):
C (-1.8983, -0.1380, 0.1060)  -0.791
N (-1.0429, 0.4585, 0.5280)  0.077
N (1.5787, -1.4640, 0.4377)  0.203
N (1.5863, -0.4645, -0.1051)  -0.350
N (1.5679, 0.5527, -0.6638)  -0.476
Cl (-3.2202, -0.9944, -0.3521)  0.751
Cl (1.4286, 2.0496, 0.0494)  0.587

The electronic energy is -32037.6635 eV.

The following is a DFT calculation (wB97M-V/def2-TZVPD) of 2 unconnected molecules or ions with the total composition CCl2O4P2.

Last column: Löwdin charge in e.
Cartesian coordinates (Å):
C (1.1034, -1.0485, 1.0139)  -1.251
O (-0.8845, 1.4796, 0.8894)  -0.492
O (0.3797, 1.3904, -2.5820)  -0.401
O (-1.3329, 0.3004, -1.1405)  -0.673
O (1.2990, -1.3465, -0.0857)  -0.035
P (-1.9647, 0.7414, 0.2562)  0.699
P (-0.0779, 0.0958, -2.1988)  0.824
Cl (2.0877, -0.3105, 2.0864)  0.819
Cl (-0.6098, -1.3021, 1.7610)  0.510

The SMILES is O=C(Cl)Cl.O=POP=O. For the energy above the lowest of the compared OMol25 structures with the same formula, charge and spin, the calculation gives 7.1 kcal per mole.

The following is a DFT calculation (wB97M-V/def2-TZVPD) of CCl3F2P in the gas phase.

Last column: Löwdin charge in e.
Cartesian coordinates (Å):
C (-0.1321, 0.2066, -0.8167)  -1.733
F (-0.8183, 0.3337, 1.9173)  -0.319
F (1.3088, -0.7402, 1.7184)  -0.343
P (-0.2515, -0.9144, 1.0997)  0.944
Cl (0.6142, 1.7708, -0.4454)  0.523
Cl (-1.6776, 0.2277, -1.6524)  0.509
Cl (0.9565, -0.8841, -1.8208)  0.420

The SMILES is FP(F)C(Cl)(Cl)Cl. For the energy above the lowest of the compared OMol25 structures with the same formula, charge and spin, the calculation gives 18.7 kcal per mole.

The following is a DFT calculation (wB97M-V/def2-TZVPD) of CCl3NO2 in the gas phase.

Last column: Löwdin spin population.
Cartesian coordinates (Å):
C (-0.0889, -0.5385, -0.0640)  0.013
N (0.2848, 0.8600, 0.2262)  0.450
O (0.6820, 1.5329, -0.6770)  0.731
O (0.2075, 1.1224, 1.3893)  0.725
Cl (-0.2048, -1.5889, 1.2389)  0.000
Cl (-1.7835, -0.1584, -0.7345)  0.065
Cl (0.9030, -1.2294, -1.3790)  0.016

The expectation value of S² is 2.01. For the energy above the lowest of the compared OMol25 structures with the same formula, charge and spin, the calculation gives 28.1 kcal per mole. As for the multiplicity: 3.

The following is a DFT calculation (wB97M-V/def2-TZVPD) of a gas-phase ion, CCl3O3S2 (charge -1).

Last column: Löwdin charge in e.
Cartesian coordinates (Å):
C (-0.8964, -0.7511, -0.2152)  -1.697
O (1.2144, -0.2287, 1.3867)  -0.384
O (2.4832, 0.6767, -0.5320)  -0.296
O (0.1392, -0.0952, -0.8310)  -0.464
S (-1.0219, -2.4046, -0.5812)  0.407
S (1.2498, 0.4465, 0.1414)  0.284
Cl (-1.3674, -0.2518, 1.3975)  0.566
Cl (-2.2679, 0.2762, -1.3161)  0.238
Cl (0.4671, 2.3319, 0.5499)  0.345

The SMILES is O=S(=O)(Cl)OC([S-])(Cl)Cl. For the energy above the lowest of the compared OMol25 structures with the same formula, charge and spin, the calculation gives 25.1 kcal per mole. As for the charge: -1.

The following is a DFT calculation (wB97M-V/def2-TZVPD) of a molecular structure, CCl7P.

Last column: Löwdin charge in e.
Cartesian coordinates (Å):
Cl (-1.7395, 1.0729, -1.2867)  0.530
Cl (-0.9745, -1.6922, -1.3304)  0.517
Cl (0.9714, 0.4038, -2.1627)  0.536
Cl (0.0746, 1.9307, 1.4162)  0.252
Cl (2.2313, 0.4915, 0.5770)  0.180
Cl (-1.4052, -0.4160, 1.8061)  0.221
Cl (0.9394, -1.8176, 1.2952)  0.194
C (-0.3488, -0.0261, -1.0345)  -1.757
P (0.2513, 0.0529, 0.7198)  -0.672

The electronic energy is -97983.2786 eV.

The following is a DFT calculation (wB97M-V/def2-TZVPD) of a gas-phase ion, CClF3NO2S (charge -1).

Last column: Löwdin charge in e.
Cartesian coordinates (Å):
C (-1.4318, 0.4607, 0.0032)  -0.665
N (1.2664, -0.4704, -0.4463)  -0.693
O (3.8495, 0.0643, 0.4213)  -0.753
O (-0.5708, -2.0333, -0.6191)  -0.533
F (-0.9638, 1.6851, -0.3316)  0.055
F (-2.0764, 0.6254, 1.1978)  0.020
F (-2.3828, 0.1403, -0.8893)  0.069
S (-0.0436, -1.0265, 0.2899)  0.731
Cl (2.3531, 0.5546, 0.3740)  0.769

For the energy above the lowest of the compared OMol25 structures with the same formula, charge and spin, the calculation gives 83.9 kcal per mole. As for the charge: -1.

The following is a DFT calculation (wB97M-V/def2-TZVPD) of 2 unconnected molecules or ions with the total composition CClF3O2.

Last column: Löwdin charge in e.
Cartesian coordinates (Å):
C (-1.3297, 0.0487, -0.0391)  -0.560
O (1.3090, 0.1239, 1.2698)  -0.073
O (2.1548, -0.3998, 0.4320)  -0.572
F (-2.1072, 1.0536, -0.2490)  0.190
F (-1.7473, -0.9331, 0.6729)  0.189
F (-0.7685, -0.3865, -1.0866)  0.181
Cl (2.4888, 0.4931, -0.9999)  0.644

For the energy above the lowest of the compared OMol25 structures with the same formula, charge and spin, the calculation gives 69.0 kcal per mole.

The following is a DFT calculation (wB97M-V/def2-TZVPD) of 2 unconnected molecules or ions with the total composition CClIN2O4.

Last column: Löwdin charge in e.
Cartesian coordinates (Å):
C (-0.1924, 0.5923, -0.2010)  -0.439
N (1.0169, 0.1035, -0.7122)  -0.395
N (-0.9570, -0.2440, 0.7575)  -0.378
O (1.4922, 0.7268, -1.6599)  0.042
O (1.5443, -0.8734, -0.1885)  0.112
O (-0.4439, -1.2521, 1.2164)  -0.125
O (-2.0312, 0.1709, 1.0119)  0.088
Cl (-0.9002, 1.8981, -1.0072)  0.903
I (-1.6320, -2.9325, 3.1584)  0.193

For the energy above the lowest of the compared OMol25 structures with the same formula, charge and spin, the calculation gives 39.7 kcal per mole.

The following is a DFT calculation (wB97M-V/def2-TZVPD) of CClNO2S in the gas phase.

Last column: Löwdin charge in e.
Cartesian coordinates (Å):
C (-0.4096, 0.9998, 0.0670)  -0.522
N (-0.5460, 1.9094, -0.6130)  0.137
O (-0.5064, -1.2562, -1.7614)  -0.691
O (1.0546, 0.0095, 2.0403)  -0.523
S (-0.1696, -0.3384, 1.2221)  0.844
Cl (0.5769, -1.3241, -0.9551)  0.755

For the energy above the lowest of the compared OMol25 structures with the same formula, charge and spin, the calculation gives 128.6 kcal per mole.

The following is a DFT calculation (wB97M-V/def2-TZVPD) of 2 unconnected molecules or ions with the total composition CClO2S.

Last column: Löwdin charge in e.
Cartesian coordinates (Å):
C (0.0383, 0.9850, 0.4832)  -0.675
O (-0.7023, 1.1869, -0.3900)  0.068
O (0.8517, 1.0882, 1.3128)  0.061
S (0.7200, -1.4918, -0.0763)  -0.207
Cl (-0.9077, -1.7683, -1.3297)  -0.247

For the energy above the lowest of the compared OMol25 structures with the same formula, charge and spin, the calculation gives 0.7 kcal per mole. As for the charge: -1.